Record 1
{"formula": "C6H9NO3", "method": "ωB97M-V/def2-TZVPD", "largest_force_ev_per_a": 6.12, "e_tot_ha": -514.2445, "e_above_lowest_kcal_mol": 168.4, "homo_ha": -0.2963, "gap_ev": 7.819, "species": ["C", "C", "C", "C", "C", "C", "N", "O", "O", "O", "H", "H", "H", "H", "H", "H", "H", "H", "H"], "coordinates": [[0.3305, 1.2320, 0.3445], [-0.3108, 1.9081, -0.6085], [-0.6091, -0.5318, 0.7172], [-0.1813, -2.8452, 0.8400], [1.6285, -1.2240, 1.1989], [-1.0842, 2.9574, -1.2365], [0.2809, -1.4902, 0.9257], [-1.8076, -0.5083, 0.5915], [0.4884, 1.0214, -1.2545], [-0.4088, 3.4239, -2.3919], [0.2543, -3.3986, -0.1358], [-0.0303, -3.4453, 1.6508], [-1.3162, -2.6861, 0.5957], [1.9140, -0.0598, 1.1098], [1.8937, -1.6019, 2.3170], [2.3408, -1.7980, 0.4056], [-1.3796, 3.8885, -0.5879], [-2.0749, 2.5544, -1.6522], [0.0716, 2.6035, -2.8296]], "atomic_forces_ev_per_a": [[-1.73, -2.63, 1.41], [1.24, -1.56, 0.24], [-0.79, 3.60, -0.55], [-2.54, 0.38, -5.55], [4.58, 0.44, 0.76], [-2.33, 1.79, -1.03], [-0.56, 0.60, -0.07], [1.60, -0.53, 0.20], [-0.52, 1.23, -0.77], [1.74, -1.95, -1.24], [-0.67, 1.30, 2.18], [0.51, -1.26, 2.41], [2.00, -0.95, 0.72], [-1.01, -2.85, 0.29], [-0.41, 0.83, -2.63], [-1.63, 1.17, 1.95], [0.91, -1.99, -0.93], [1.00, -0.01, 1.20], [-1.40, 2.39, 1.40]], "nbo_charge": [-0.07, 0.31, 0.80, -0.41, -0.43, -0.16, -0.49, -0.57, -0.55, -0.71, 0.20, 0.20, 0.24, 0.28, 0.20, 0.20, 0.23, 0.22, 0.49]}

Record 2
{"formula": "C6H9NO3", "method": "ωB97M-V/def2-TZVPD", "largest_force_ev_per_a": 5.45, "e_tot_ha": -514.3841, "e_above_lowest_kcal_mol": 80.8, "homo_ha": -0.3452, "gap_ev": 9.987, "species": ["C", "C", "O", "C", "C", "N", "C", "O", "C", "H", "H", "H", "H", "H", "H", "H", "O", "H", "H"], "coordinates": [[-2.4832, -0.8153, 0.0913], [-0.9905, -0.8405, 0.3024], [-0.1918, -0.8021, -0.9219], [0.6748, 0.1606, -0.3504], [2.1476, 0.0405, -0.5165], [2.8870, -0.2001, 0.5772], [-0.0787, 1.4417, -0.1714], [-1.0359, 1.8403, -1.0853], [-0.2393, 0.3610, 0.8621], [-2.8030, 0.0162, -0.5478], [-2.8148, -1.7628, -0.3550], [-2.9752, -0.7082, 1.0680], [-0.6997, -1.7459, 0.8554], [0.5187, 2.2844, 0.1830], [-1.1407, 1.1450, -1.7466], [0.0340, 0.5014, 1.9071], [2.6461, -0.5546, -1.5040], [2.8793, 0.5198, 1.2885], [3.6654, -0.8815, 0.0640]], "atomic_forces_ev_per_a": [[-0.19, -0.01, -0.08], [0.12, -0.03, 0.22], [0.10, -0.24, -0.37], [-0.26, 2.06, 0.05], [0.42, -5.07, -1.96], [1.95, -0.78, -0.44], [0.18, -0.11, -0.09], [-0.33, 0.22, -0.01], [0.18, -0.04, 0.28], [0.13, -0.18, 0.20], [0.06, 0.25, 0.09], [0.09, -0.04, -0.23], [-0.05, 0.19, -0.13], [-0.11, -0.21, -0.09], [0.10, -0.11, 0.04], [-0.12, -0.04, -0.26], [-1.69, 1.89, -0.27], [0.85, -0.60, 0.44], [-1.45, 2.84, 2.60]], "nbo_charge": [-0.64, 0.11, -0.49, 0.14, 0.61, -0.84, 0.09, -0.70, -0.29, 0.23, 0.22, 0.22, 0.19, 0.19, 0.49, 0.22, -0.60, 0.40, 0.45]}

Record 3
{"formula": "C6H9NO3S", "method": "ωB97M-V/def2-TZVPD", "largest_force_ev_per_a": 0.94, "e_tot_ha": -912.5728, "e_above_lowest_kcal_mol": 79.1, "homo_ha": [-0.3049, -0.2577], "gap_ev": [8.161, 6.500], "species": ["C", "C", "C", "C", "C", "C", "N", "O", "O", "O", "S", "H", "H", "H", "H", "H", "H", "H", "H", "H"], "coordinates": [[-2.2286, -0.3103, 0.5158], [0.4367, 0.6898, -1.1052], [0.8158, 1.7085, -0.0124], [0.8722, -1.5337, -0.1985], [2.2365, 0.2946, 1.1699], [-1.4300, -0.9028, -0.6624], [-0.0233, -0.6081, -0.6224], [-1.5653, -0.2460, 1.6693], [-3.3639, 0.0384, 0.4065], [2.1109, 1.4801, 0.5197], [2.4870, -1.1630, 0.1436], [-0.3510, 1.1199, -1.7275], [1.3285, 0.5228, -1.7228], [0.8569, 2.7043, -0.4558], [0.0707, 1.7058, 0.7958], [0.4707, -2.4984, 0.0778], [1.3758, 0.0789, 1.8272], [-1.8733, -0.5374, -1.5942], [-1.5797, -1.9870, -0.6274], [-0.6463, -0.5562, 1.6031]], "atomic_forces_ev_per_a": [[0.32, -0.26, -0.78], [0.26, 0.32, 0.16], [-0.22, -0.12, -0.23], [0.17, -0.11, 0.43], [-0.55, -0.75, -0.10], [-0.31, 0.00, 0.09], [-0.04, 0.10, -0.37], [0.10, 0.09, 0.70], [-0.18, 0.07, 0.12], [0.27, 0.46, -0.01], [0.45, 0.09, -0.04], [0.02, -0.05, 0.04], [-0.18, 0.07, 0.00], [-0.06, -0.08, 0.00], [0.07, 0.03, -0.08], [-0.13, -0.11, -0.04], [0.18, 0.14, 0.15], [0.01, -0.03, 0.21], [0.02, 0.09, -0.03], [-0.20, 0.05, -0.23]], "nbo_charge": [0.77, -0.27, -0.08, -0.23, -0.11, -0.33, -0.41, -0.67, -0.55, -0.53, 0.30, 0.22, 0.23, 0.21, 0.18, 0.21, 0.10, 0.24, 0.24, 0.50]}

Record 4
{"formula": "C6H9NO4", "method": "ωB97M-V/def2-TZVPD", "largest_force_ev_per_a": 4.88, "smiles": "CCOC(=O)C1([N+](=O)[O-])CC1", "e_tot_ha": -589.6024, "e_above_lowest_kcal_mol": 115.1, "homo_ha": -0.3798, "gap_ev": 10.757, "species": ["C", "C", "O", "C", "O", "C", "N", "O", "O", "C", "C", "H", "H", "H", "H", "H", "H", "H", "H", "H"], "coordinates": [[-3.0363, 0.6006, -0.4400], [-1.9441, 1.5138, 0.0918], [-0.6375, 0.9659, -0.1626], [-0.2135, 0.0276, 0.6193], [-0.7083, -0.5536, 1.5261], [1.4661, -0.3785, 0.0756], [2.2966, 0.7790, -0.0764], [3.3187, 0.6514, -0.7135], [1.9283, 1.8002, 0.4609], [2.0372, -1.6343, 0.6698], [1.6678, -1.5953, -0.7750], [-4.0009, 1.0872, -0.3322], [-2.8643, 0.3846, -1.4916], [-3.0508, -0.3334, 0.1164], [-2.0533, 1.6711, 1.1685], [-1.9399, 2.4745, -0.4256], [1.3916, -2.1600, 1.3596], [3.0845, -1.6350, 0.9390], [2.4683, -1.5395, -1.5006], [0.7900, -2.1263, -1.1094]], "atomic_forces_ev_per_a": [[0.36, 0.07, 0.12], [-0.59, 0.07, 0.11], [-0.36, 0.41, -0.47], [4.58, -1.29, -1.06], [-0.51, 0.05, 0.16], [-4.23, -0.45, 1.42], [0.24, 0.40, -0.04], [0.47, 0.04, -0.21], [0.09, 0.24, 0.14], [0.13, 0.14, 0.09], [0.15, 0.14, -0.19], [-0.13, 0.05, 0.00], [-0.04, 0.00, -0.10], [-0.04, -0.05, 0.02], [0.05, 0.03, -0.13], [0.04, -0.12, 0.12], [-0.10, 0.09, 0.01], [0.03, 0.09, -0.12], [0.01, 0.04, 0.08], [-0.14, 0.04, 0.06]], "nbo_charge": [-0.64, -0.08, -0.49, 0.87, -0.58, -0.06, 0.53, -0.39, -0.37, -0.40, -0.41, 0.22, 0.21, 0.22, 0.20, 0.20, 0.24, 0.24, 0.25, 0.23]}

Record 5
{"formula": "C6H9NO5", "method": "ωB97M-V/def2-TZVPD", "largest_force_ev_per_a": 4.44, "smiles": "C[C@@H](O)/C(N)=C(/O)C(=O)C(=O)O", "e_tot_ha": -664.9411, "e_above_lowest_kcal_mol": 51.8, "homo_ha": -0.3113, "gap_ev": 7.709, "species": ["C", "C", "O", "C", "N", "C", "O", "C", "O", "C", "O", "O", "H", "H", "H", "H", "H", "H", "H", "H", "H"], "coordinates": [[0.2402, -1.5364, -1.1674], [0.9169, -0.5028, -0.1633], [2.2171, -0.0517, -0.5498], [0.2217, 0.7991, -0.0606], [0.2138, 1.6062, -1.1415], [-0.4778, 1.2726, 0.9929], [-0.7891, 2.6142, 0.9614], [-0.7618, 0.5464, 2.2745], [-1.2172, 1.1832, 3.2906], [-1.0638, -0.9550, 2.3086], [-0.9403, -1.7687, 1.3871], [-1.3957, -1.2084, 3.5353], [-0.7766, -1.7259, -0.6128], [0.6382, -2.5466, -1.0548], [0.0798, -1.1047, -2.2390], [1.0387, -0.9888, 0.7631], [2.6265, -0.7369, -1.0747], [0.8720, 1.4241, -1.8123], [-0.0588, 2.5509, -0.7243], [-1.0408, 2.9396, 1.8651], [-1.4181, -0.3370, 4.0083]], "atomic_forces_ev_per_a": [[-2.29, 1.46, 1.06], [0.33, -0.90, -2.05], [0.48, -0.10, -0.53], [-1.36, -0.43, -0.86], [-2.13, 1.78, 3.47], [-0.10, -1.09, 4.04], [-0.50, 0.45, 1.01], [-1.80, 3.24, -1.25], [1.58, -0.97, -2.31], [1.52, -0.98, -1.30], [-0.80, 1.62, 2.54], [-0.63, -1.58, 0.75], [1.58, 0.68, -1.72], [0.70, 0.30, -0.59], [0.48, -1.06, 1.95], [-0.23, -0.42, 1.06], [0.25, -0.28, -0.12], [1.94, 0.13, -1.86], [0.78, -1.08, -2.07], [0.27, -0.75, -1.00], [-0.07, -0.02, -0.22]], "nbo_charge": [-0.68, 0.05, -0.73, 0.26, -0.76, 0.09, -0.72, 0.36, -0.64, 0.72, -0.60, -0.64, 0.28, 0.23, 0.22, 0.20, 0.48, 0.40, 0.43, 0.52, 0.52]}

Record 6
{"formula": "C6H9NS", "method": "ωB97M-V/def2-TZVPD", "largest_force_ev_per_a": 1.56, "smiles": "S=CN1CC[C@@H]2C[C@@H]21", "e_tot_ha": -686.9316, "e_above_lowest_kcal_mol": 19.6, "homo_ha": -0.2986, "gap_ev": 8.993, "species": ["S", "C", "N", "C", "C", "C", "C", "C", "H", "H", "H", "H", "H", "H", "H", "H", "H"], "coordinates": [[3.5459, 0.0329, 0.0821], [2.1388, -0.7594, -0.2366], [0.9067, -0.2399, -0.1958], [0.6252, 1.1291, 0.2262], [-0.8538, 1.3470, -0.1613], [-1.4528, -0.0243, -0.3540], [-1.2590, -1.0374, 0.7542], [-0.3017, -1.0001, -0.3989], [2.1688, -1.8190, -0.5457], [1.3401, 1.8015, -0.2946], [0.7911, 1.2517, 1.2852], [-0.9351, 1.9111, -1.0841], [-1.3466, 1.9192, 0.5674], [-2.2863, -0.1516, -1.0277], [-1.9457, -1.8747, 0.8004], [-0.8990, -0.6833, 1.7064], [-0.2367, -1.8028, -1.1232]], "atomic_forces_ev_per_a": [[-0.16, -0.02, 0.02], [-0.14, -0.17, -0.18], [0.47, -0.39, 0.17], [0.15, 0.29, -1.02], [0.75, -0.39, -0.76], [0.40, -0.56, 0.11], [-0.12, 0.00, -0.20], [-0.17, 0.21, -0.25], [-0.20, 0.46, 0.14], [-0.50, -0.31, 0.35], [0.12, -0.06, 0.43], [0.10, 0.00, -0.27], [-0.75, 0.74, 1.14], [-0.04, 0.03, 0.00], [0.04, 0.11, 0.00], [0.04, 0.02, 0.18], [0.00, 0.03, 0.13]], "nbo_charge": [-0.19, -0.05, -0.38, -0.23, -0.41, -0.22, -0.43, -0.05, 0.19, 0.24, 0.21, 0.22, 0.22, 0.23, 0.23, 0.22, 0.23]}